No. 1
DFT (ωB97M-V/def2-TZVPD) results for one molecule with the formula C19H22N2O.

HOMO-LUMO gap in eV: 8.28
ΔE to the lowest compared entry with this formula, charge and spin in kcal per mole: 68.5
Maximum force in eV Å⁻¹: 3.753
E in eV: -25086.7221

Last column: Löwdin charge in e.
Positions of all 44 atoms, in Å:
H (4.373, -0.232, 0.398)  0.11
H (0.534, -0.638, 3.481)  0.12
C (-0.150, -0.993, 0.698)  -0.10
N (-2.031, -1.071, -0.915)  0.12
C (0.996, -0.200, 1.338)  -0.37
C (-0.799, 1.037, -0.535)  -0.11
H (1.427, 1.814, 1.890)  0.12
C (-0.358, -2.361, 1.120)  -0.20
H (2.943, -0.545, 4.320)  0.11
H (-2.113, 0.973, -2.285)  0.10
C (-1.450, 1.592, -1.642)  -0.01
H (-3.030, -0.566, -3.534)  0.03
C (3.568, -0.533, 1.074)  -0.19
H (0.880, 3.778, 0.590)  0.11
C (1.374, -0.744, 2.794)  -0.11
C (-4.066, -2.188, -2.589)  -0.21
H (-4.754, -0.541, -3.865)  0.09
H (2.325, 0.983, 3.803)  0.10
C (2.611, -0.011, 3.410)  -0.19
H (-0.812, -2.604, -1.734)  0.15
C (-1.271, 2.941, -1.975)  -0.07
H (-4.823, -2.907, -2.898)  0.11
C (-3.868, -1.200, -3.745)  -0.08
H (-0.108, 4.753, -1.443)  0.11
C (0.025, 1.815, 0.283)  -0.17
H (-1.823, 3.359, -2.781)  0.09
C (-0.995, -0.409, -0.257)  -0.17
C (-0.373, 3.696, -1.206)  -0.08
H (-3.680, -1.753, -4.680)  0.08
H (4.676, -0.163, 2.844)  0.10
H (3.713, -1.616, 1.263)  0.12
O (-2.790, -2.878, -2.322)  -0.07
H (2.069, -1.072, -0.324)  0.12
C (0.568, 1.252, 1.525)  -0.10
H (-0.200, 1.291, 2.289)  0.14
N (-0.297, -3.467, 1.453)  0.16
H (3.814, 1.271, 2.184)  0.11
H (1.594, -1.809, 2.704)  0.10
C (0.272, 3.166, -0.081)  -0.02
H (-4.420, -1.642, -1.692)  0.12
C (2.223, -0.263, 0.396)  -0.12
H (2.280, 0.674, -0.145)  0.12
C (-1.807, -2.174, -1.627)  -0.11
C (3.752, 0.184, 2.418)  -0.21

No. 2
DFT (ωB97M-V/def2-TZVPD) results for a 2-piece molecular cluster, C19H22N2O6 overall.

HOMO-LUMO gap in eV: 8.64
ΔE to the lowest compared entry with this formula, charge and spin in kcal per mole: 52.0
Maximum force in eV Å⁻¹: 3.746
E in eV: -35324.6792

Last column: Löwdin charge in e.
Positions of all 49 atoms, in Å:
C (-3.097, 3.058, -2.623)  -0.06
H (2.749, -0.016, 1.259)  0.11
H (-5.290, 2.488, -0.139)  0.12
H (-1.733, 1.122, 2.100)  0.10
H (-3.321, 4.237, 0.574)  0.12
C (0.206, -0.202, -1.006)  -0.03
N (4.070, -3.855, 0.754)  0.02
C (-2.704, 3.622, -1.358)  -0.23
H (-4.680, 1.135, -1.822)  0.09
C (-3.636, 3.825, -0.379)  0.06
C (3.918, -2.524, 0.712)  -0.48
H (3.467, -2.884, 3.438)  0.08
H (2.250, -2.373, -0.556)  0.15
C (-1.197, 0.753, 1.236)  -0.06
O (-1.353, 3.840, -1.307)  0.14
C (5.320, -4.554, 1.055)  -0.05
C (2.639, -2.182, 3.506)  0.02
C (-1.940, 2.905, -3.329)  0.10
N (1.483, -2.601, 1.340)  0.11
H (-1.678, -0.032, -2.051)  0.10
O (-4.719, 1.345, -2.766)  0.03
H (0.677, 0.572, 2.287)  0.11
H (2.895, -0.104, -0.488)  0.13
C (1.477, -2.687, 2.673)  -0.55
H (0.621, -2.906, 0.915)  0.15
H (0.741, -0.570, -1.869)  0.11
H (2.322, -2.107, 4.544)  0.09
H (5.706, -5.031, 0.153)  0.08
H (-5.714, 4.200, -0.126)  0.13
H (5.145, -5.315, 1.816)  0.08
O (0.519, -3.194, 3.235)  0.03
C (-1.165, 0.098, -1.108)  -0.07
C (-1.868, 0.565, 0.016)  -0.09
H (3.247, -4.417, 0.598)  0.14
C (-4.533, 2.741, -2.920)  -0.30
C (0.172, 0.450, 1.339)  -0.03
C (0.877, -0.037, 0.221)  -0.21
H (2.958, -1.202, 3.164)  0.07
O (4.840, -1.756, 0.956)  0.06
H (6.073, -3.856, 1.428)  0.09
C (2.491, -2.009, 0.442)  -0.20
C (-0.867, 3.386, -2.489)  -0.46
O (0.305, 3.364, -2.837)  0.11
H (-4.764, 3.035, -3.950)  0.17
C (2.327, -0.476, 0.366)  -0.10
C (-5.078, 3.453, -0.611)  -0.16
O (-5.425, 3.409, -2.012)  -0.06
H (-1.816, 2.498, -4.324)  0.14
H (-2.920, 0.790, -0.058)  0.08

No. 3
DFT (ωB97M-V/def2-TZVPD) results for one molecule with the formula C19H22N2O8S.

HOMO-LUMO gap in eV: 7.86
ΔE to the lowest compared entry with this formula, charge and spin in kcal per mole: 0.0
Maximum force in eV Å⁻¹: 1.302
E in eV: -50252.1009

Last column: Löwdin charge in e.
Positions of all 52 atoms, in Å:
C (-1.718, -2.044, 0.355)  -0.15
H (1.979, -0.977, 1.507)  0.12
O (-0.769, -4.071, 0.764)  0.09
H (3.540, 0.619, -5.575)  0.12
C (-1.041, 1.288, 2.407)  -0.19
S (1.963, 1.304, -0.270)  0.67
C (0.935, 0.832, 1.104)  -0.29
C (1.391, 0.557, -4.159)  -0.52
C (3.627, 0.009, -4.670)  -0.19
O (1.531, 1.704, -4.500)  0.12
C (0.141, 0.027, -3.481)  -0.01
H (4.131, -0.931, -4.902)  0.12
H (-3.568, 1.243, 3.680)  0.09
H (-0.266, 2.579, 0.897)  0.14
C (-0.854, 0.059, 3.085)  -0.19
H (-2.340, 2.112, 4.634)  0.10
C (-2.831, -1.232, 0.529)  0.01
H (-2.460, -1.542, 5.420)  0.10
O (-2.063, 2.165, 2.573)  -0.06
H (-0.698, 0.689, -3.693)  0.13
H (1.047, 1.996, -2.211)  0.11
H (-3.617, -1.543, 1.200)  0.12
C (-2.910, 2.114, 3.704)  -0.06
H (0.176, -2.335, -0.586)  0.14
C (-0.733, -0.470, -1.157)  -0.17
O (-2.325, -3.392, 2.078)  0.06
C (-0.678, -1.681, -0.489)  0.06
O (2.315, -0.387, -4.249)  0.01
C (4.357, 0.772, -3.574)  -0.05
H (0.398, -1.667, 3.270)  0.11
H (5.406, 0.872, -3.838)  0.08
C (-2.897, -0.041, -0.169)  -0.04
N (0.808, 1.329, -1.490)  -0.06
O (2.441, 2.644, -0.131)  -0.27
H (-0.691, -1.588, 5.236)  0.10
H (-3.507, 3.024, 3.647)  0.10
C (1.138, -0.356, 1.769)  -0.06
C (-1.852, 0.341, -0.994)  -0.01
H (-3.755, 0.603, -0.053)  0.11
H (-1.749, -2.374, 4.020)  0.07
H (-1.886, 1.292, -1.502)  0.13
H (3.930, 1.765, -3.453)  0.08
O (2.921, 0.259, -0.522)  -0.30
N (-1.599, -3.261, 1.112)  -0.35
H (4.273, 0.247, -2.625)  0.06
C (-0.129, 1.649, 1.422)  0.02
H (-0.076, -0.985, -3.819)  0.14
C (0.244, -0.731, 2.759)  0.00
O (-1.777, -0.296, 4.020)  -0.10
C (-1.642, -1.526, 4.701)  -0.06
H (1.292, -0.671, -1.805)  0.14
C (0.443, 0.008, -1.974)  -0.32

No. 4
DFT (ωB97M-V/def2-TZVPD) results for C19H22N2PbS as an isolated structure.

HOMO-LUMO gap in eV: 3.85
ΔE to the lowest compared entry with this formula, charge and spin in kcal per mole: 0.0
Maximum force in eV Å⁻¹: 2.878
E in eV: -39120.7996

Last column: Löwdin charge in e.
Positions of all 45 atoms, in Å:
C (-3.310, 3.478, -1.034)  -0.03
H (2.540, 3.511, -0.563)  -0.04
H (2.653, -0.638, -4.794)  0.12
C (-0.270, 1.506, -3.318)  -0.18
C (-2.351, 2.995, -3.232)  0.01
C (0.303, -4.384, 2.365)  -0.13
C (1.648, 0.129, -3.034)  -0.10
H (-4.051, 4.253, -2.880)  0.11
C (1.822, -0.015, -4.416)  -0.03
H (-2.542, -1.744, 2.277)  0.08
C (-3.302, 3.627, -2.425)  -0.03
C (-1.619, -3.330, 3.410)  -0.13
H (2.315, -0.369, -2.306)  0.13
C (-2.327, 2.663, -0.476)  -0.10
H (1.340, 3.827, 0.785)  -0.04
C (-1.369, 2.217, -2.614)  -0.18
C (-1.781, -2.511, 2.306)  -0.16
Pb (0.538, 1.192, -0.101)  1.16
H (2.964, -0.781, 2.693)  0.05
C (-0.143, 1.417, -4.706)  0.01
C (0.151, -3.573, 1.252)  -0.17
H (1.764, -0.246, 5.004)  0.06
H (3.647, -1.413, 4.178)  0.07
S (-1.210, -1.801, -0.217)  0.35
H (1.025, 0.561, -6.321)  0.11
C (0.907, 0.654, -5.250)  -0.03
H (0.697, -0.625, 3.619)  0.07
H (2.568, 2.501, 0.891)  -0.06
N (0.651, 0.888, -2.507)  -0.04
C (2.748, -1.440, 3.531)  -0.18
C (-0.560, -4.258, 3.475)  -0.13
C (1.518, -1.021, 4.275)  -0.18
H (-0.417, -4.892, 4.369)  0.09
H (1.095, -1.861, 4.810)  0.05
H (-0.877, 1.932, -5.329)  0.11
H (-4.038, 3.963, -0.369)  0.12
H (0.851, -3.609, 0.425)  0.08
H (-2.316, 3.076, -4.313)  0.11
C (1.912, 3.070, 0.215)  -0.37
H (-2.257, 2.476, 0.606)  0.12
H (1.103, -5.133, 2.392)  0.09
H (-2.308, -3.252, 4.255)  0.09
N (-1.386, 2.077, -1.255)  -0.05
C (-0.936, -2.666, 1.181)  -0.87
H (2.610, -2.452, 3.145)  0.05

No. 5
DFT (ωB97M-V/def2-TZVPD) results for one molecule with the formula C19H22N4O2S3.

HOMO-LUMO gap in eV: 8.45
ΔE to the lowest compared entry with this formula, charge and spin in kcal per mole: 0.3
Maximum force in eV Å⁻¹: 0.705
E in eV: -62623.5345

Last column: Löwdin charge in e.
Positions of all 50 atoms, in Å:
C (2.209, -2.731, 0.647)  -0.37
H (-5.799, 0.959, -2.523)  0.07
H (0.173, -3.226, 0.341)  0.06
C (6.393, -1.323, -0.722)  -0.35
C (5.675, 1.026, -0.462)  -0.52
C (5.446, 3.271, -0.978)  -0.18
C (4.232, -1.036, 0.024)  -0.18
N (-2.302, 0.491, -0.272)  0.09
C (3.034, -0.577, 0.597)  -0.47
C (-0.004, 1.104, 1.299)  -0.52
C (-6.071, -0.059, -0.624)  -0.44
H (1.391, 1.983, 2.670)  0.08
C (-7.148, -0.158, 0.456)  -0.09
H (0.767, -3.560, 1.964)  0.09
N (-0.282, -0.082, 0.718)  0.17
C (4.306, -2.443, -0.087)  -0.52
C (1.310, 1.079, 2.068)  -0.33
S (7.148, 1.721, 0.142)  1.05
H (7.393, -1.117, -1.051)  0.07
H (1.383, 0.189, 2.690)  0.09
H (-6.554, 1.947, -1.269)  0.08
O (-0.706, 2.094, 1.257)  0.06
N (2.065, -1.424, 0.895)  0.07
S (5.867, -2.966, -0.623)  1.08
N (3.319, -3.276, 0.195)  0.12
H (1.256, -4.616, 0.621)  0.08
H (-8.099, -0.454, 0.020)  0.07
H (-7.281, 0.803, 0.948)  0.08
C (1.029, -3.595, 0.908)  0.00
H (-2.146, 1.394, 0.162)  0.12
S (2.784, 1.117, 0.985)  1.06
H (-4.533, -0.354, 0.849)  0.12
C (-1.403, -0.474, -0.046)  -0.51
H (4.966, 4.147, -1.374)  0.10
H (-3.489, -0.755, -1.388)  0.13
C (-3.552, 0.245, -0.952)  -0.17
H (7.305, 4.121, -0.188)  0.06
C (-4.733, 0.325, 0.017)  -0.17
O (-1.460, -1.619, -0.441)  0.06
C (-6.497, 0.946, -1.691)  -0.08
C (6.659, 3.286, -0.370)  -0.41
C (5.451, -0.402, -0.381)  -0.31
H (-4.801, 1.338, 0.420)  0.12
H (0.447, -0.810, 0.809)  0.09
C (4.883, 1.980, -1.036)  -0.18
H (3.941, 1.761, -1.505)  0.10
H (-7.479, 0.686, -2.081)  0.08
H (-5.958, -1.042, -1.094)  0.14
H (-6.873, -0.894, 1.208)  0.07
H (-3.661, 0.980, -1.754)  0.12

No. 6
DFT (ωB97M-V/def2-TZVPD) results for one molecule with the formula C19H22N4O4.

HOMO-LUMO gap in eV: 7.68
ΔE to the lowest compared entry with this formula, charge and spin in kcal per mole: 120.9
Maximum force in eV Å⁻¹: 4.377
E in eV: -34207.5576

Last column: Löwdin charge in e.
Positions of all 49 atoms, in Å:
C (3.671, 1.519, 7.023)  -0.04
O (0.121, -3.064, -1.690)  0.06
H (-1.605, -4.828, -5.991)  0.12
O (-1.534, -4.819, -5.003)  -0.01
C (-1.660, 1.198, -2.397)  -0.18
N (-2.332, -1.024, -1.288)  0.07
H (1.137, -0.595, 2.790)  0.10
C (-0.569, 0.533, -3.257)  -0.21
C (2.594, 1.568, 5.978)  -0.30
H (-1.916, -0.978, -3.934)  0.08
C (0.005, 1.131, 2.130)  -0.25
O (1.935, -1.539, 0.422)  0.09
H (-1.545, 0.254, -5.114)  0.13
H (-3.495, 0.014, -2.717)  0.13
C (0.858, 0.405, 2.969)  0.06
H (-2.178, 1.946, -3.037)  0.12
C (0.002, -1.348, -4.850)  -0.09
C (-2.798, 0.264, -1.873)  -0.18
H (-1.161, 1.739, -1.563)  0.10
O (-0.860, -2.737, -6.635)  0.02
C (-1.120, -1.253, -0.609)  -0.11
H (-2.698, -1.864, -1.762)  0.15
N (-0.883, -3.652, -4.577)  0.02
H (0.036, 1.263, -3.818)  0.12
C (1.115, 2.311, 4.408)  -0.18
C (-0.587, -2.616, -5.434)  -0.47
C (0.706, -1.616, 0.280)  -0.26
H (3.456, 0.781, 7.790)  0.07
H (0.109, 4.117, 3.801)  0.11
C (0.278, 3.073, 3.584)  -0.02
H (-1.476, 1.124, 0.687)  0.15
H (2.646, -0.393, 5.055)  0.16
C (-1.113, -0.386, -4.337)  -0.18
H (0.701, -0.894, -5.585)  0.14
C (1.849, 2.656, 5.658)  0.02
H (-0.547, -3.599, -3.625)  0.10
H (0.132, 0.009, -2.562)  0.11
H (1.898, 3.648, 6.110)  0.11
H (0.622, -1.674, -4.024)  0.10
N (-0.672, 0.597, 1.062)  0.12
C (-0.399, -0.617, 0.402)  -0.04
N (2.278, 0.555, 5.045)  0.12
H (-1.043, 3.037, 1.895)  0.11
H (-3.399, 0.847, -1.192)  0.09
H (3.827, 2.506, 7.463)  0.08
H (4.632, 1.212, 6.494)  0.10
C (1.400, 1.026, 4.081)  -0.23
C (-0.112, -2.306, -0.730)  -0.27
C (-0.303, 2.469, 2.471)  -0.03